No. 1
Here is 16 unconnected molecules or ions with the total composition C54H108NO16 from the Open Molecules 2025 dataset. Energies are from ωB97M-V with the def2-TZVPD basis set.

Calculated values
- HOMO-LUMO gap (eV) = 4.119
- E (eV) = -91997.4349
- total charge = -1
- HOMO level (eV) = -2.31
- relative energy (zero: lowest compared OMol25 entry of this formula, charge and spin) (eV) = 0.726

CARTESIAN COORDINATES (ANGSTROEM)
C 0.9878 1.4241 0.1748
C 0.6434 0.3438 1.2062
C -0.8753 0.4362 1.4701
C -1.7360 -0.1472 0.3588
C -1.2801 -1.5831 0.1352
C 0.2222 -1.7246 -0.2782
N 0.9869 -1.0142 0.7557
O 2.3749 -1.1757 0.6305
C 0.4460 -1.2852 -1.7318
C 0.4864 -3.2182 -0.1184
C 1.2432 0.6842 2.5748
H 0.9349 2.4434 0.5913
H 0.3395 1.4508 -0.7017
H 2.0198 1.4180 -0.1866
H -1.1230 1.5045 1.5084
H -1.1258 -0.0373 2.4215
H -1.6251 0.4851 -0.5302
H -2.7955 -0.1129 0.6333
H -1.8933 -2.1324 -0.5829
H -1.4110 -2.0516 1.1127
H 1.4744 -1.4560 -2.0609
H 0.3289 -0.2067 -1.8709
H -0.1686 -1.7884 -2.4838
H 0.0838 -3.5784 0.8266
H 1.5640 -3.3948 -0.0762
H 0.0782 -3.7663 -0.9742
H 1.1699 1.7651 2.7236
H 2.3228 0.5104 2.5261
H 0.8504 0.0634 3.3741
C -2.1326 0.0402 -3.7605
C -3.2436 0.9054 -3.1888
O -3.3491 2.0652 -3.5175
C -4.2163 0.2873 -2.1945
H -1.9474 -0.8033 -3.0964
H -1.1961 0.5794 -3.8872
H -2.4370 -0.4077 -4.7097
H -3.8004 0.0354 -1.2236
H -4.6100 -0.6205 -2.6622
H -5.0659 0.9646 -2.1463
C 4.9205 4.9855 -2.8651
C 5.0020 4.5813 -1.4153
O 6.0663 4.5181 -0.8387
C 3.7346 4.1187 -0.7335
H 4.0177 5.5704 -3.0480
H 4.9415 4.0809 -3.4682
H 5.7660 5.6577 -3.0062
H 3.8339 3.3960 0.0702
H 3.0603 3.8261 -1.5372
H 3.4092 5.0356 -0.2249
C -0.5057 3.8816 -2.0789
C -0.0400 4.7488 -3.2251
O 0.9864 4.4995 -3.8218
C -0.9192 5.8919 -3.6310
H -0.8381 4.4584 -1.2192
H 0.4530 3.4141 -1.8344
H -1.1914 3.1081 -2.4198
H -0.9753 6.6123 -2.8136
H -1.9074 5.5157 -3.8991
H -0.5037 6.3952 -4.5040
C -3.5025 -3.3226 -2.8555
C -4.4622 -3.7986 -1.8049
O -4.5346 -3.2844 -0.7131
C -5.4020 -4.9192 -2.2474
H -3.9616 -3.2633 -3.8439
H -2.6407 -3.9912 -2.9114
H -3.1144 -2.3183 -2.6963
H -5.8246 -4.6156 -3.2040
H -6.1960 -5.1126 -1.5303
H -4.8005 -5.8262 -2.3347
C -2.6676 -4.8973 1.7259
C -2.1200 -5.5076 2.9963
O -2.4860 -6.6116 3.3433
C -0.9470 -4.8166 3.6265
H -1.9717 -5.2183 0.9499
H -2.7804 -3.8215 1.8466
H -3.6424 -5.3383 1.5207
H -0.7076 -3.8542 3.1740
H -0.0447 -5.4253 3.5913
H -1.1917 -4.6101 4.6721
C 2.5037 -4.2320 -4.1536
C 3.6176 -5.1127 -3.5884
O 4.5247 -4.6137 -2.9791
C 3.5660 -6.5837 -3.9432
H 2.5166 -3.2812 -3.6221
H 1.5016 -4.6493 -4.1403
H 2.8064 -4.0059 -5.1806
H 4.4755 -6.7845 -4.5099
H 2.6452 -6.7688 -4.4899
H 3.5960 -7.1908 -3.0388
C -3.9232 0.4243 3.4259
C -3.8243 -0.9298 4.1071
O -4.1885 -1.0539 5.2562
C -3.3672 -2.1144 3.3262
H -4.9554 0.7763 3.4661
H -3.6236 0.4252 2.3807
H -3.2972 1.1530 3.9430
H -3.8921 -2.9959 3.6935
H -2.3068 -2.2967 3.5318
H -3.4801 -2.0012 2.2484
C -8.8711 -0.3758 0.3512
C -7.4921 -0.3605 -0.2532
O -7.3548 -0.2139 -1.4459
C -6.3150 -0.6747 0.6355
H -9.5986 0.2776 -0.1275
H -8.9184 -0.1992 1.4249
H -9.2401 -1.3909 0.1649
H -5.5717 0.1226 0.5656
H -5.8330 -1.5602 0.2125
H -6.5717 -0.8360 1.6794
C -0.8178 -2.9080 -7.8025
C -1.0776 -3.0841 -6.3231
O -2.1206 -3.5947 -5.9676
C -0.0417 -2.6524 -5.3036
H -1.1613 -3.7693 -8.3723
H 0.2444 -2.7200 -7.9537
H -1.4124 -2.0752 -8.1830
H -0.1829 -3.3564 -4.4915
H -0.0603 -1.6028 -5.0136
H 0.9385 -2.7931 -5.7606
C 5.1397 0.3181 1.6454
C 6.4106 0.9456 2.1980
O 7.0925 0.4102 3.0514
C 6.8990 2.2878 1.6327
H 5.4123 -0.0947 0.6725
H 4.3240 1.0368 1.5547
H 4.7512 -0.4830 2.2706
H 6.1992 2.4615 0.8113
H 7.9353 2.3444 1.3257
H 6.6269 2.9763 2.4350
C -3.5232 3.0946 0.1900
C -4.2047 4.1598 -0.6301
O -3.7780 5.2966 -0.6540
C -5.4975 3.8413 -1.3330
H -3.5678 2.1657 -0.3761
H -4.0338 3.0414 1.1560
H -2.5037 3.3685 0.4550
H -5.3350 3.8026 -2.4109
H -6.2091 4.6148 -1.0553
H -5.8542 2.8426 -1.0733
C 3.8129 0.9079 -2.5174
C 3.3380 -0.0926 -3.5212
O 3.5544 -1.2690 -3.3807
C 2.4476 0.4332 -4.6436
H 4.5255 0.4881 -1.8126
H 2.9125 1.2669 -2.0129
H 4.3127 1.7759 -2.9575
H 1.4417 0.6148 -4.2574
H 2.3476 -0.3070 -5.4360
H 2.8569 1.3674 -5.0271
C 0.8953 0.7251 6.4391
C -0.2295 0.6232 7.4680
O -0.0105 1.0129 8.5920
C -1.5762 0.1342 7.0202
H 1.8273 0.5198 6.9599
H 0.9122 1.7205 5.9932
H 0.7709 0.0159 5.6204
H -1.7724 -0.9220 7.1861
H -1.6859 0.3049 5.9465
H -2.3068 0.8005 7.4806
C 3.2006 4.0178 2.9363
C 4.5828 4.5630 3.2719
O 5.1631 4.2382 4.2793
C 5.2657 5.5476 2.3120
H 2.8511 3.4059 3.7648
H 3.2532 3.3221 2.0976
H 2.5975 4.8986 2.7164
H 5.2224 5.3175 1.2500
H 6.3126 5.5286 2.6147
H 4.9155 6.5657 2.4963
C 4.5009 1.1180 5.5714
C 4.4937 -0.3569 5.2497
O 3.5371 -0.8185 4.6746
C 5.6449 -1.1976 5.7657
H 4.5433 1.3582 6.6333
H 3.7204 1.6502 5.0378
H 5.4637 1.4611 5.1687
H 5.9240 -0.9085 6.7771
H 6.5163 -1.0618 5.1197
H 5.3592 -2.2426 5.6565

No. 2
Here is 18 unconnected molecules or ions with the total composition C54H108O54 from the Open Molecules 2025 dataset. Energies are from ωB97M-V with the def2-TZVPD basis set.

Calculated values
- HOMO-LUMO gap (eV) = 10.741
- E (eV) = -168307.1366
- HOMO level (eV) = -10.35
- relative energy (zero: lowest compared OMol25 entry of this formula, charge and spin) (eV) = 4.946

CARTESIAN COORDINATES (ANGSTROEM)
C -6.0689 -8.6167 0.1030
O -5.6945 -7.2839 0.3242
C -6.4843 -6.3071 -0.0647
O -7.6546 -6.3845 -0.2773
O -5.7554 -5.2056 -0.2345
C -6.3427 -4.0532 -0.8559
H -6.9438 -8.9409 0.6665
H -5.2894 -9.3086 0.4218
H -6.2671 -8.8451 -0.9442
H -7.0742 -3.5052 -0.2620
H -6.6992 -4.2698 -1.8629
H -5.6267 -3.2343 -0.9263
C 2.4413 -6.2036 -5.2158
O 1.4573 -5.2114 -4.8532
C 1.8649 -4.3101 -3.8869
O 2.9158 -4.2944 -3.2222
O 0.8587 -3.4031 -3.8403
C 0.8925 -2.2576 -3.0688
H 2.3881 -7.0721 -4.5594
H 3.4445 -5.7788 -5.1804
H 2.1417 -6.5330 -6.2107
H 1.7410 -1.5886 -3.2122
H 0.8837 -2.5209 -2.0111
H 0.0120 -1.6201 -3.1494
C 8.8366 6.3375 1.7193
O 7.5561 5.7821 2.0642
C 6.6410 5.4994 1.1003
O 6.7486 5.6182 -0.1349
O 5.5568 5.0159 1.7781
C 4.4458 4.5103 0.9970
H 9.1812 7.0341 2.4836
H 8.7790 6.8747 0.7726
H 9.5892 5.5595 1.5909
H 3.9158 5.4319 0.7566
H 3.8131 3.8293 1.5662
H 4.7827 3.9524 0.1233
C 0.3003 -1.3235 -6.6720
O 0.9193 -0.0772 -6.2950
C 2.1296 -0.0632 -5.8119
O 2.7786 -1.0584 -5.4380
O 2.4054 1.1876 -5.5361
C 3.3783 1.5625 -4.5443
H -0.7785 -1.1836 -6.6030
H 0.5688 -2.2501 -6.1646
H 0.5088 -1.5029 -7.7267
H 3.3035 1.0971 -3.5615
H 3.4059 2.6398 -4.3807
H 4.3227 1.5551 -5.0884
C 2.3089 -8.2050 2.3357
O 1.7656 -8.0043 1.0638
C 0.6659 -7.2149 0.9225
O -0.0065 -6.7319 1.8636
O 0.5560 -6.8792 -0.3670
C -0.4800 -5.9896 -0.7690
H 2.4709 -7.2694 2.8710
H 3.3152 -8.6212 2.2895
H 1.7133 -8.8970 2.9311
H -0.5068 -4.9830 -0.3519
H -1.4180 -6.5405 -0.7003
H -0.2434 -5.7562 -1.8071
C 7.5488 -4.5580 -1.3928
O 7.2406 -3.2246 -1.6696
C 6.1180 -2.6313 -1.4476
O 5.1535 -3.0872 -0.7944
O 6.2023 -1.5011 -2.1266
C 4.8707 -0.9031 -2.3649
H 6.9143 -5.3251 -1.8369
H 7.5455 -4.7602 -0.3217
H 8.5579 -4.7358 -1.7646
H 4.3063 -0.6842 -1.4584
H 4.3481 -1.3320 -3.2199
H 5.1290 0.1131 -2.6627
C 6.1106 1.1432 10.7156
O 5.8324 1.5088 9.3337
C 4.6960 1.0877 8.7227
O 3.7390 0.5086 9.2379
O 4.8448 1.4574 7.5218
C 3.8965 1.1335 6.5009
H 7.1846 1.3140 10.7891
H 5.8155 0.1435 11.0344
H 5.6415 1.9671 11.2533
H 3.4472 0.1439 6.5841
H 4.2539 1.3182 5.4879
H 3.1137 1.8751 6.6607
C -4.1947 3.6274 -0.8312
O -2.7794 3.5355 -0.6735
C -2.2144 4.0514 0.3951
O -2.7168 4.6950 1.3231
O -0.8562 3.9605 0.2080
C 0.0525 4.9335 0.8010
H -4.5452 4.6189 -0.5446
H -4.7138 2.9404 -0.1629
H -4.5482 3.4720 -1.8505
H 0.0482 5.7739 0.1068
H 1.0847 4.5846 0.8330
H -0.1841 5.3510 1.7796
C 2.3376 1.5369 0.1489
O 1.0237 1.0104 -0.0145
C 0.5766 0.6305 -1.2029
O 1.2664 0.4401 -2.2196
O -0.8061 0.3714 -1.1819
C -1.6353 0.4388 0.0174
H 2.9818 0.7121 -0.1556
H 2.4476 1.8586 1.1845
H 2.5643 2.3320 -0.5613
H -2.6857 0.6090 -0.2187
H -1.2868 1.2375 0.6723
H -1.5465 -0.5513 0.4646
C 2.1805 -2.7390 0.7558
O 1.1516 -1.9620 1.3747
C 0.4533 -2.3537 2.4537
O -0.4634 -1.6749 2.8833
O 0.8159 -3.5804 2.9014
C -0.0541 -4.3617 3.8416
H 3.0918 -2.8877 1.3351
H 2.4078 -2.3319 -0.2294
H 1.9389 -3.7907 0.6020
H -1.0108 -4.6163 3.3856
H -0.1742 -3.7921 4.7631
H 0.4148 -5.3070 4.1148
C 3.5393 4.5298 5.1625
O 2.2732 3.9652 5.4698
C 1.5100 3.6436 4.4457
O 1.8658 3.8229 3.2675
O 0.4126 3.0629 4.9216
C -0.5528 2.5732 4.1365
H 4.1700 3.8656 4.5715
H 3.9555 4.9397 6.0827
H 3.3882 5.4963 4.6819
H -0.3856 1.5366 3.8439
H -0.8037 3.1727 3.2614
H -1.4583 2.3082 4.6823
C 6.5735 1.6326 -0.3156
O 6.4773 0.4929 0.5232
C 5.8420 0.5578 1.7279
O 5.4098 1.6463 2.2775
O 5.8452 -0.6734 2.3181
C 4.9460 -0.9463 3.4347
H 5.6539 2.1982 -0.4651
H 6.9628 1.2655 -1.2653
H 7.3385 2.2895 0.0982
H 3.9567 -0.6758 3.0656
H 5.1212 -0.3231 4.3117
H 4.8045 -1.9996 3.6766
C -6.7058 0.0362 0.3651
O -6.1265 -0.8295 -0.5859
C -5.2696 -0.3587 -1.4948
O -5.1685 0.7744 -1.8407
O -4.5638 -1.4247 -1.9891
C -3.5838 -1.1658 -2.9812
H -6.6527 -0.5049 1.3098
H -7.7293 0.3889 0.2381
H -6.1329 0.9558 0.4842
H -3.5532 -2.0563 -3.6090
H -2.6188 -1.0606 -2.4853
H -3.7457 -0.3011 -3.6248
C -4.3732 2.2645 2.7822
O -3.7820 1.8152 4.0172
C -4.4107 2.1631 5.1140
O -3.8551 1.9962 6.2089
O -5.6644 2.7494 4.8918
C -6.4623 3.1358 6.0288
H -4.9882 1.4830 2.3359
H -3.6400 2.4899 2.0079
H -4.8933 3.2209 2.8362
H -6.1451 3.8054 6.8283
H -6.6933 2.2189 6.5711
H -7.4379 3.3586 5.5969
C -5.2128 -5.8493 5.4768
O -5.1925 -5.4708 4.0951
C -4.2909 -4.4926 3.6835
O -3.5130 -4.0101 4.4631
O -4.4484 -4.2683 2.4098
C -3.4510 -3.5678 1.6762
H -5.3638 -4.9589 6.0871
H -4.2748 -6.3663 5.6790
H -5.9943 -6.6048 5.5582
H -2.4798 -3.8708 2.0674
H -3.4738 -2.5096 1.9367
H -3.5716 -3.8271 0.6244
C -5.8333 2.2967 -4.1682
O -6.7885 2.6798 -5.1081
C -7.1582 3.9804 -5.1154
O -6.6213 4.8776 -4.5075
O -8.1376 4.1463 -6.0739
C -8.4761 5.5159 -6.4414
H -4.8854 2.7636 -4.4356
H -5.8012 1.2153 -4.3009
H -6.1917 2.4663 -3.1529
H -9.3492 5.6118 -7.0868
H -7.6377 6.0948 -6.8288
H -8.6790 6.1556 -5.5826
C -1.6361 1.8260 -5.0753
O -2.2084 0.7660 -5.7473
C -3.2367 0.8410 -6.5995
O -3.7961 -0.1252 -7.0233
O -3.6330 2.1463 -6.8845
C -4.7474 2.3365 -7.7228
H -0.8867 1.4519 -4.3778
H -2.3307 2.3909 -4.4535
H -1.1453 2.5108 -5.7668
H -4.7773 3.3911 -7.9966
H -5.7375 2.0861 -7.3418
H -4.6926 1.9887 -8.7544
C 4.9691 5.1903 -2.3760
O 3.7564 4.9243 -3.0792
C 2.6875 4.5264 -2.4451
O 2.5687 4.4847 -1.2254
O 1.6904 4.1907 -3.3231
C 0.3588 4.0081 -2.9113
H 5.1082 4.2310 -1.8776
H 4.7277 6.0060 -1.6945
H 5.8117 5.5134 -2.9874
H -0.2801 3.6669 -3.7259
H -0.0568 4.9535 -2.5626
H 0.3601 3.2188 -2.1597

| no. | E_LUMO (eV) |
| --- | --- |
| 1 | 1.810 |
| 2 | 0.388 |